No. 1
# C4H11N3O2

2 unconnected molecules or ions with the total composition C4H11N3O2 (the ωB97M-V functional and the def2-TZVPD basis, OMol25).

Element x y z (Å)
H 0.18 2.81 1.56
N 0.05 1.89 1.01
C -0.87 1.78 0.09
N -1.73 2.76 -0.34
N -1.02 0.57 -0.54
C -1.82 0.24 -1.70
H -2.38 2.72 -1.00
H -1.54 3.77 -0.04
H -0.26 -0.20 -0.37
H -2.11 -0.85 -1.52
H -1.42 0.59 -2.61
H -2.84 0.68 -1.50
C 2.48 -2.87 0.89
C 1.50 -1.82 0.63
O 0.91 -1.67 -0.43
O 1.52 -0.95 1.59
H 2.77 -2.91 1.95
H 3.49 -2.57 0.48
H 2.23 -3.84 0.44
H 0.88 -0.13 1.41

F_max: 0.1327 Eh/bohr
LUMO: 0.88 eV
Energy: -473.7538 a.u.
SMILES string: [H]/N=C(\N)NC.CC(=O)O
E_HOMO: -8.40 eV
Net charge: 0
HOMO-LUMO gap: 9.28 eV

No. 2
# C2H7IN3

2 unconnected molecules or ions with the total composition C2H7IN3 (the ωB97M-V functional and the def2-TZVPD basis, OMol25).

Element x y z (Å)
C 0.81 -0.44 0.44
C -1.66 1.08 0.39
N 2.05 -0.06 0.08
N 0.20 -1.23 -0.39
N -0.83 1.56 -0.35
I -3.33 -0.30 -0.02
H 0.41 -0.37 1.38
H -1.53 0.90 1.53
H 2.44 -0.49 -0.69
H -0.78 -1.44 -0.38
H 0.63 -1.38 -1.25
H -1.02 1.53 -1.30
H 2.63 0.64 0.56

F_max: 0.1037 Eh/bohr
LUMO: -4.11 eV
Energy: -542.0788 a.u.
E_HOMO: -13.51 eV
Net charge: +1
HOMO-LUMO gap: 9.40 eV

No. 3
# C5H11NO

C5H11NO in the gas phase (the ωB97M-V functional and the def2-TZVPD basis, OMol25).

Element x y z (Å)
C -1.65 -0.63 -1.05
C -1.25 0.40 0.00
C 0.26 0.44 0.26
C 0.65 1.55 1.24
N 0.71 -0.86 0.77
C 1.62 -1.75 0.34
O 2.19 -1.27 -0.79
H -1.17 -0.43 -2.01
H -1.36 -1.64 -0.74
H -2.74 -0.63 -1.21
H -1.59 1.40 -0.31
H -1.76 0.19 0.95
H 0.78 0.61 -0.69
H 0.33 2.54 0.88
H 0.17 1.39 2.22
H 1.73 1.56 1.39
H 0.25 -1.14 1.63
H 2.85 -1.91 -1.08

F_max: 0.0152 Eh/bohr
LUMO: 1.00 eV
Energy: -327.0651 a.u.
E_HOMO: -8.50 eV
Net charge: 0
HOMO-LUMO gap: 9.50 eV

No. 4
# C3H18O5S2

6 unconnected molecules or ions with the total composition C3H18O5S2 (the ωB97M-V functional and the def2-TZVPD basis, OMol25).

Element x y z (Å)
C 1.49 0.23 -3.08
C 0.79 -0.15 -1.79
S -0.72 0.79 -1.43
S -0.49 2.54 -0.71
C -0.55 2.66 1.16
H 0.81 0.30 -3.85
H 2.26 -0.48 -3.30
H 2.02 1.28 -2.95
H 0.77 -1.33 -1.75
H 1.44 0.13 -0.74
H 0.40 2.16 1.48
H -0.54 3.67 1.55
H -1.34 2.24 1.70
H 2.99 -0.23 1.86
H 4.20 0.71 1.22
O 3.98 -0.12 1.56
H 0.16 -1.54 4.00
H 1.02 -1.70 2.83
O 0.40 -0.96 3.23
H -1.14 -1.56 0.64
H 0.20 -2.26 0.08
O -0.72 -2.07 -0.03
H -3.90 -0.64 -0.62
H -2.62 -1.57 -0.87
O -2.97 -0.87 -0.41
H -0.75 -4.05 1.36
H -0.88 -3.38 2.79
O -0.22 -3.67 2.04

F_max: 0.0956 Eh/bohr
LUMO (spin up / spin down): 2.83 / 2.73 eV
Energy: -1297.5416 a.u.
E_HOMO (spin up / spin down): 0.36 / -5.81 eV
Net charge: -1
2S+1: 2
HOMO-LUMO gap (spin up / spin down): 2.47 / 8.54 eV

No. 5
# H26O13

13 unconnected molecules or ions with the total composition H26O13 (the ωB97M-V functional and the def2-TZVPD basis, OMol25).

Element x y z (Å)
H 0.62 -0.53 0.06
H 0.02 0.77 -0.40
H 1.48 1.53 -3.72
H 0.74 1.15 -2.39
H 2.12 1.50 2.15
H 2.50 1.50 3.62
H 2.01 -3.87 1.47
H 1.37 -2.93 0.56
H -4.27 -0.58 0.77
H -3.12 -1.21 0.02
H -2.10 2.87 3.38
H -0.68 2.12 2.93
H -2.87 -0.86 -2.07
H -3.45 0.11 -3.13
H 0.07 -3.91 -1.67
H 0.25 -2.58 -2.15
H 4.88 -0.10 -0.84
H 4.14 -0.30 0.54
H -1.99 3.69 0.82
H -0.67 3.85 0.11
H -1.91 -3.73 1.07
H -2.07 -3.28 -0.38
H 2.51 3.72 -1.32
H 2.36 4.17 -2.82
H -1.59 -1.59 1.31
H -0.22 -2.21 1.31
O -0.25 -0.13 -0.22
O 0.63 1.66 -3.18
O 2.75 1.05 2.73
O 2.01 -2.91 1.22
O -3.35 -0.85 0.83
O -1.42 2.14 3.55
O -3.66 -0.49 -2.35
O -0.10 -3.07 -1.36
O 4.72 0.26 -0.02
O -1.59 3.72 -0.11
O -2.13 -2.96 0.59
O 2.84 3.63 -2.16
O -0.60 -1.36 1.24

F_max: 0.1061 Eh/bohr
LUMO: -0.28 eV
Energy: -993.5144 a.u.
E_HOMO: -8.82 eV
Net charge: 0
HOMO-LUMO gap: 8.54 eV

No. 6
# C4H8N2OP

A gas-phase ion, C4H8N2OP (charge +1) (the ωB97M-V functional and the def2-TZVPD basis, OMol25).

Element x y z (Å)
C 1.31 0.30 -1.69
N 0.62 -0.27 -0.46
C -0.60 -1.06 -0.66
C -1.52 -0.72 0.19
N -1.26 0.47 0.85
P -1.71 0.29 2.95
O -0.44 0.57 3.46
C 0.10 0.76 0.53
H 0.88 1.27 -1.67
H 2.34 0.27 -1.40
H 1.11 -0.43 -2.53
H 1.32 -0.95 -0.14
H -0.48 -1.97 -1.32
H -2.61 -0.86 0.17
H 0.24 1.82 0.30
H 0.68 0.51 1.42

F_max: 0.0972 Eh/bohr
LUMO: -4.96 eV
Energy: -682.9844 a.u.
SMILES string: C[N@@H+]1C=CN(P=O)C1
E_HOMO: -12.59 eV
Net charge: +1
HOMO-LUMO gap: 7.63 eV

Question: Look up the energy of the third one.
Answer: -327.0651 a.u.

Question: Number 1 is which compound?
Answer: C4H11N3O2

Question: What is the net charge in the third record?
Answer: 0

Question: Which of these has the lowest F_max?
Answer: C5H11NO